216
Properties=species:S:1:pos:R:3:lowdin_charge:R:1 method="wB97M-V/def2-TZVPD" gap_ev=8.80 e_above_lowest_ev=2.254 homo_ev=-8.2 spin_multiplicity=1 total_energy_ev=-114782.8316 smiles="COCCNCCOC.COCCNCCOC.COCCNCCOC.COCCNCCOC.COCCNCCOC.COCCNCCOC.COCCNCCOC.COCCNCCOC.NC(N)=O.NC(N)=O.NC(N)=O"
C 21.034 18.882 16.945 -0.728
O 21.225 19.688 16.090 0.037
N 19.877 18.173 16.978 0.184
N 21.909 18.624 17.926 0.169
H 19.219 18.441 16.233 0.046
H 19.951 17.225 17.270 0.083
H 22.729 19.224 17.888 0.114
H 21.673 18.374 18.848 0.086
C 19.628 20.401 9.732 -0.605
O 19.252 20.095 10.888 -0.065
N 20.241 19.458 8.934 0.187
N 19.577 21.718 9.349 0.172
H 20.258 18.501 9.278 0.066
H 20.853 19.818 8.247 0.088
H 19.505 21.889 8.337 0.115
H 19.030 22.407 9.881 0.069
C 18.267 19.503 13.979 -0.638
O 17.976 19.330 15.208 -0.066
N 17.330 19.585 13.015 0.206
N 19.532 19.440 13.640 0.215
H 16.361 19.277 13.118 0.090
H 17.680 19.642 12.055 0.054
H 20.150 19.558 14.432 0.070
H 19.845 19.630 12.716 0.047
C 22.890 15.866 14.376 -0.083
O 22.413 15.035 13.306 -0.236
C 22.693 13.679 13.454 -0.269
C 22.118 12.986 12.261 -0.212
N 22.201 11.522 12.426 -0.031
C 21.803 10.780 11.194 -0.204
C 20.314 10.713 11.143 -0.221
O 19.725 11.935 10.631 -0.205
C 18.303 11.918 10.666 -0.108
H 22.461 16.843 14.235 0.063
H 24.017 15.749 14.368 0.109
H 22.550 15.462 15.389 0.095
H 22.336 13.319 14.459 0.140
H 23.740 13.556 13.445 0.102
H 22.702 13.413 11.413 0.132
H 21.128 13.393 12.142 0.095
H 23.187 11.272 12.585 0.113
H 22.176 9.772 11.175 0.113
H 22.062 11.270 10.248 0.121
H 19.958 10.504 12.182 0.130
H 19.959 9.887 10.503 0.123
H 17.914 11.089 10.109 0.084
H 17.970 12.859 10.208 0.064
H 17.777 11.900 11.589 0.063
C 25.123 24.434 8.975 -0.098
O 25.140 23.630 10.142 -0.194
C 24.408 24.220 11.195 -0.239
C 24.395 23.112 12.247 -0.198
N 23.621 21.961 11.726 -0.046
C 23.352 20.934 12.744 -0.194
C 22.712 19.636 12.195 -0.200
O 23.683 18.948 11.428 -0.183
C 23.215 17.756 10.929 -0.129
H 25.818 25.291 9.069 0.095
H 24.133 24.872 8.799 0.068
H 25.363 23.798 8.136 0.084
H 23.401 24.458 10.832 0.091
H 24.866 25.126 11.671 0.135
H 23.883 23.393 13.147 0.107
H 25.515 22.945 12.409 0.140
H 24.081 21.601 10.917 0.095
H 22.661 21.315 13.463 0.093
H 24.258 20.747 13.404 0.134
H 21.842 19.945 11.602 0.107
H 22.457 18.970 13.044 0.112
H 22.753 17.141 11.757 0.084
H 24.044 17.229 10.476 0.090
H 22.371 17.887 10.226 0.072
C 15.427 24.245 12.022 -0.092
O 16.800 24.295 12.360 -0.202
C 17.539 23.071 12.371 -0.187
C 19.057 23.283 12.133 -0.202
N 19.189 24.062 10.920 -0.081
C 20.606 24.408 10.747 -0.217
C 20.793 24.981 9.383 -0.239
O 20.069 26.187 9.370 -0.196
C 19.394 26.551 8.170 -0.094
H 15.121 25.241 11.616 0.092
H 14.805 23.946 12.859 0.069
H 15.283 23.594 11.188 0.072
H 17.119 22.417 11.584 0.109
H 17.361 22.573 13.341 0.104
H 19.611 22.339 12.223 0.113
H 19.494 23.946 12.906 0.117
H 18.650 24.891 11.044 0.106
H 21.247 23.550 11.002 0.109
H 20.877 25.267 11.433 0.142
H 20.360 24.264 8.665 0.113
H 21.821 25.274 9.180 0.105
H 19.141 27.578 8.148 0.067
H 18.468 25.979 8.050 0.086
H 20.018 26.336 7.271 0.095
C 16.922 16.315 17.465 -0.064
O 17.993 15.434 16.996 -0.197
C 18.155 15.607 15.572 -0.216
C 19.371 14.774 15.235 -0.204
N 19.281 13.369 15.533 -0.044
C 18.455 12.642 14.603 -0.208
C 18.156 11.316 15.230 -0.199
O 17.031 10.701 14.573 -0.189
C 16.383 9.855 15.471 -0.147
H 15.961 16.183 17.049 0.050
H 17.253 17.293 17.119 0.062
H 16.841 16.195 18.557 0.100
H 18.256 16.665 15.358 0.096
H 17.273 15.280 15.031 0.105
H 20.233 15.227 15.696 0.096
H 19.527 14.887 14.154 0.104
H 18.933 13.245 16.479 0.102
H 19.032 12.563 13.691 0.110
H 17.521 13.104 14.459 0.103
H 17.997 11.490 16.324 0.132
H 18.918 10.577 15.095 0.120
H 16.106 10.281 16.435 0.083
H 17.035 8.974 15.694 0.097
H 15.497 9.488 14.949 0.088
C 12.804 20.639 21.272 -0.111
O 13.910 19.918 20.699 -0.212
C 14.424 20.667 19.573 -0.194
C 15.738 19.904 19.123 -0.184
N 16.580 20.701 18.247 -0.077
C 17.655 21.479 18.814 -0.202
C 18.725 21.723 17.771 -0.216
O 18.165 22.724 16.954 -0.193
C 19.116 23.186 16.027 -0.100
H 12.661 20.213 22.280 0.091
H 11.907 20.578 20.653 0.084
H 13.060 21.667 21.413 0.066
H 14.741 21.677 19.886 0.112
H 13.635 20.762 18.736 0.135
H 15.422 19.018 18.535 0.105
H 16.280 19.544 19.994 0.108
H 17.034 20.088 17.547 0.100
H 18.081 20.923 19.664 0.117
H 17.283 22.430 19.176 0.109
H 18.863 20.792 17.222 0.092
H 19.721 22.018 18.166 0.139
H 18.593 23.411 15.080 0.078
H 19.787 22.411 15.862 0.053
H 19.727 24.060 16.294 0.099
C 15.911 14.829 11.279 -0.062
O 17.017 15.745 10.980 -0.192
C 17.990 15.685 11.996 -0.245
C 19.110 16.616 11.556 -0.160
N 19.550 16.529 10.146 -0.025
C 20.042 15.233 9.772 -0.233
C 20.285 15.013 8.317 -0.212
O 19.139 15.252 7.515 -0.193
C 18.203 14.176 7.418 -0.094
H 16.292 13.897 11.683 0.060
H 15.341 14.597 10.335 0.105
H 15.266 15.253 12.053 0.072
H 18.396 14.666 12.122 0.104
H 17.511 15.989 12.900 0.097
H 19.961 16.474 12.243 0.115
H 18.691 17.658 11.669 0.100
H 18.843 16.909 9.557 0.096
H 19.460 14.397 10.189 0.090
H 21.043 14.995 10.151 0.118
H 20.594 13.985 8.131 0.122
H 21.055 15.767 8.108 0.125
H 18.634 13.169 7.620 0.089
H 17.639 14.218 6.489 0.080
H 17.468 14.325 8.291 0.093
C 16.474 25.798 16.167 -0.048
O 15.188 25.499 16.800 -0.203
C 15.056 24.167 17.141 -0.255
C 14.681 23.301 15.918 -0.203
N 14.528 21.901 16.192 -0.041
C 14.478 21.065 15.008 -0.199
C 14.158 19.640 15.431 -0.193
O 14.458 18.654 14.422 -0.207
C 14.001 17.401 14.851 -0.125
H 17.173 24.980 16.518 0.077
H 16.848 26.662 16.712 0.083
H 16.394 25.858 15.084 0.081
H 14.210 24.135 17.890 0.138
H 16.004 23.871 17.673 0.108
H 15.367 23.480 15.077 0.104
H 13.732 23.747 15.698 0.111
H 15.286 21.633 16.757 0.048
H 15.434 20.999 14.460 0.107
H 13.755 21.524 14.312 0.112
H 13.073 19.596 15.670 0.133
H 14.711 19.501 16.347 0.096
H 12.903 17.332 14.678 0.097
H 14.176 17.181 15.901 0.066
H 14.589 16.640 14.258 0.093
C 12.431 25.848 10.482 -0.050
O 12.318 24.384 10.197 -0.225
C 11.692 23.634 11.250 -0.230
C 11.280 22.315 10.654 -0.181
N 12.425 21.502 10.194 -0.054
C 13.087 20.800 11.260 -0.216
C 14.217 19.882 10.752 -0.144
O 15.343 20.737 10.337 -0.224
C 16.300 20.052 9.555 -0.122
H 11.382 26.199 10.651 0.093
H 12.949 26.343 9.700 0.068
H 12.943 25.957 11.465 0.077
H 10.829 24.130 11.533 0.090
H 12.405 23.662 12.073 0.110
H 10.658 22.686 9.815 0.126
H 10.604 21.688 11.192 0.108
H 13.077 22.055 9.652 0.105
H 12.280 20.185 11.707 0.130
H 13.453 21.432 12.029 0.078
H 13.900 19.328 9.843 0.126
H 14.624 19.231 11.507 0.095
H 16.775 19.258 10.103 0.060
H 17.056 20.751 9.170 0.075
H 15.807 19.611 8.633 0.107